No. 1
The following is a quantum chemistry calculation of a molecular structure, C37H75F3FeN7O7S2 at a distorted geometry, from the Open Molecules 2025 dataset.

Geometry (Å):
Fe1 -1.496 0.401 4.899
S1 -0.359 -0.758 6.609
O1 -1.598 0.007 6.829
O2 -0.847 -1.434 5.432
O3 0.246 0.269 5.770
O4 0.391 -1.436 7.668
C1 1.177 -0.445 1.518
F1 1.632 -0.922 0.345
F2 1.544 -1.283 2.488
F3 1.689 0.762 1.738
S2 -0.728 -0.262 1.671
O5 -1.121 0.796 0.717
O6 -1.332 -1.586 1.385
O7 -0.936 0.157 3.088
C2 6.183 -1.672 1.424
C3 5.951 -1.781 -0.159
N1 5.923 -0.505 -0.932
C4 5.984 -0.815 -2.341
C5 7.397 -1.168 -2.909
C6 4.664 0.205 -0.617
C7 4.361 1.498 -1.469
H1 5.428 -1.049 1.905
H2 7.140 -1.191 1.630
H3 6.181 -2.655 1.895
H4 6.788 -2.359 -0.550
H5 5.135 -2.477 -0.354
H6 5.341 -1.594 -2.750
H7 5.627 0.049 -2.901
H8 7.246 -1.375 -3.969
H9 8.175 -0.408 -2.845
H10 7.961 -1.978 -2.447
H11 4.827 0.509 0.417
H12 3.813 -0.477 -0.608
H13 3.465 2.013 -1.122
H14 4.094 1.247 -2.495
H15 5.237 2.136 -1.579
C8 -2.347 2.642 7.009
C9 -2.416 3.179 5.616
N2 -1.543 2.469 4.662
C10 -1.934 2.929 3.292
C11 -2.047 4.420 2.887
C12 -0.173 3.065 4.895
C13 0.878 2.743 3.804
H16 -3.057 1.850 7.247
H17 -2.846 3.399 7.615
H18 -1.385 2.499 7.500
H19 -3.473 3.157 5.348
H20 -2.201 4.248 5.625
H21 -1.484 2.370 2.471
H22 -2.965 2.605 3.156
H23 -2.826 4.978 3.406
H24 -1.069 4.889 2.994
H25 -2.383 4.516 1.854
H26 0.275 2.749 5.837
H27 -0.301 4.138 5.038
H28 1.188 1.711 3.643
H29 1.798 3.233 4.123
H30 0.664 3.118 2.803
C14 -2.423 2.376 -2.397
C15 -0.981 2.011 -2.639
N3 -0.634 1.662 -4.010
C16 0.584 0.909 -4.020
C17 0.909 0.143 -5.339
C18 -0.708 2.711 -4.989
C19 0.256 3.856 -4.884
H31 -2.676 3.219 -3.040
H32 -2.507 2.691 -1.357
H33 -3.073 1.534 -2.635
H34 -0.238 2.779 -2.423
H35 -0.714 1.154 -2.022
H36 0.571 0.084 -3.307
H37 1.425 1.531 -3.716
H38 1.106 0.958 -6.036
H39 0.127 -0.520 -5.709
H40 1.776 -0.496 -5.171
H41 -0.616 2.390 -6.026
H42 -1.690 3.185 -4.978
H43 1.267 3.465 -5.002
H44 0.067 4.712 -5.532
H45 0.262 4.257 -3.871
C20 -1.855 -2.313 -2.318
C21 -0.663 -3.177 -2.653
N4 -0.948 -3.939 -3.839
C22 -0.180 -5.173 -3.894
C23 -0.695 -6.331 -2.986
C24 -0.603 -3.153 -5.002
C25 -1.235 -3.649 -6.318
H46 -1.911 -2.058 -1.260
H47 -2.801 -2.824 -2.494
H48 -1.914 -1.344 -2.813
H49 0.222 -2.542 -2.682
H50 -0.596 -3.809 -1.767
H51 -0.133 -5.594 -4.898
H52 0.841 -4.923 -3.604
H53 -1.754 -6.486 -3.193
H54 -0.130 -7.243 -3.179
H55 -0.490 -6.114 -1.937
H56 0.482 -3.054 -4.981
H57 -0.927 -2.119 -4.884
H58 -1.024 -3.008 -7.174
H59 -2.319 -3.665 -6.204
H60 -1.046 -4.679 -6.622
N5 0.481 5.327 -1.382
C26 1.701 4.859 -1.075
C27 1.576 3.999 0.020
C28 0.230 3.935 0.274
C29 -0.438 4.828 -0.536
H61 0.274 6.075 -2.028
H62 2.582 5.133 -1.635
H63 2.447 3.559 0.483
H64 -0.219 3.329 1.047
H65 -1.488 5.080 -0.543
N6 -2.901 -4.203 0.586
C30 -3.148 -5.003 -0.487
C31 -4.048 -5.993 -0.085
C32 -4.324 -5.840 1.199
C33 -3.549 -4.790 1.692
H66 -2.214 -3.465 0.638
H67 -2.628 -4.918 -1.429
H68 -4.314 -6.792 -0.761
H69 -5.010 -6.427 1.791
H70 -3.473 -4.362 2.681
N7 -3.830 -1.056 5.354
C34 -3.366 -1.190 4.055
C35 -3.630 -0.052 3.422
C36 -4.200 0.835 4.315
C37 -4.333 0.196 5.538
H71 -3.999 -1.858 5.944
H72 -2.996 -2.110 3.627
H73 -3.655 0.018 2.344
H74 -4.734 1.731 4.036
H75 -4.738 0.415 6.515

Forces on the atoms, in the same order (eV/Å):
Fe -0.8 0.2 -0.5
S 1.9 -1.6 2.4
O -3.5 1.2 4.3
O -1.5 -7.1 -3.0
O 5.9 4.8 -0.5
O -2.1 1.7 -2.4
C -0.5 -0.3 0.3
F -0.9 0.5 0.8
F 0.1 0.2 -0.3
F 0.1 -0.4 -0.3
S -1.5 0.1 -2.5
O 0.9 -1.7 1.8
O 1.0 1.3 0.7
O 1.3 -0.4 -1.7
C -0.2 0.6 -1.6
C 1.4 0.0 1.3
N -1.2 -1.1 0.3
C 1.7 0.3 -1.3
C 0.1 0.4 0.2
C 0.6 1.3 0.2
C 0.1 -1.4 -0.2
H -0.2 -0.1 0.0
H 0.1 -0.1 -0.1
H -0.1 0.0 -0.2
H 0.3 0.2 0.1
H -0.9 0.4 -0.1
H -0.6 -0.6 0.7
H 0.4 0.2 0.1
H 0.2 -0.2 0.0
H -0.5 0.8 0.0
H -0.7 -0.6 0.1
H -0.4 0.2 0.1
H -0.2 -0.1 -0.3
H 0.3 0.2 0.5
H 0.0 -0.3 -0.1
H -0.1 0.2 0.5
C -1.1 0.9 1.9
C -0.7 0.0 0.6
N 0.8 2.3 -0.8
C -2.4 -0.3 -1.6
C 0.7 -0.1 0.7
C 1.3 -0.7 -0.3
C 0.2 0.4 0.1
H 0.7 -0.6 -0.5
H 0.2 0.6 0.2
H 0.0 -0.2 -0.5
H 0.1 -0.4 -0.6
H 0.4 0.0 -0.2
H 0.8 0.1 0.6
H -0.1 -0.3 0.3
H 0.3 -0.1 0.6
H -0.2 0.4 -0.2
H 0.4 -0.5 -0.2
H -0.5 -0.5 0.1
H 0.0 0.1 -0.5
H -0.6 -0.1 0.7
H 0.0 0.2 0.0
H -0.2 0.2 0.2
C 0.6 0.5 -0.3
C 1.0 -0.1 -0.5
N -1.0 -1.5 -0.6
C 0.4 -1.7 -0.6
C 0.0 1.4 0.5
C -1.0 1.1 -0.9
C 1.3 0.3 1.3
H -0.3 0.1 0.1
H -0.3 -0.1 0.0
H -0.1 0.0 0.1
H -0.4 0.6 1.1
H 0.0 0.0 0.1
H -0.5 0.3 0.7
H 0.6 0.1 -0.1
H 0.3 -0.6 -0.7
H -0.3 0.4 0.1
H 0.3 0.3 -0.1
H -0.1 -0.9 0.1
H -0.4 -0.4 0.2
H 0.3 0.3 -0.4
H 0.0 -0.4 -0.3
H -0.1 0.1 0.2
C -1.0 1.0 0.6
C -1.3 0.3 1.0
N -0.3 -0.9 -0.3
C 0.2 -1.1 0.8
C 0.5 1.0 -0.4
C -0.3 0.5 -0.9
C -0.4 -0.2 0.2
H 0.4 0.2 0.3
H 0.0 -0.2 -0.4
H 0.1 -0.1 -0.3
H 0.5 -0.2 -0.2
H 0.6 -0.6 -0.2
H -0.2 0.4 -0.1
H 0.5 -0.2 0.0
H 0.0 -0.2 0.2
H -0.1 0.0 -0.2
H -0.4 0.1 0.2
H 0.5 -0.2 -0.7
H -0.4 -0.1 0.3
H 0.2 0.1 0.2
H -0.1 0.4 0.2
H 0.6 0.0 0.2
N -0.5 1.3 -0.8
C 1.3 -0.6 0.6
C 1.8 0.8 -1.9
C -1.8 -0.1 1.6
C -0.6 -1.1 0.7
H 0.3 -0.3 0.0
H -0.1 0.1 0.1
H -0.3 -0.3 0.1
H -0.2 0.1 -0.2
H 0.2 0.1 -0.3
N -0.4 -1.6 0.6
C 1.2 1.5 0.7
C -0.1 -1.6 -2.4
C -1.1 -0.8 2.3
C 0.7 2.0 -1.3
H 0.2 0.5 0.1
H 0.0 0.3 -0.1
H -0.4 0.1 0.1
H 0.2 0.0 0.0
H 0.1 -0.1 -0.1
N 0.1 -0.8 -0.6
C -0.4 -2.3 1.4
C -0.6 0.7 -2.3
C -1.7 1.3 1.2
C 0.0 -1.0 -0.2
H 0.5 0.4 0.4
H 0.1 0.1 0.4
H 0.6 0.4 0.0
H 0.4 0.2 0.2
H -0.1 0.5 -0.3

Results
2S+1   7
HOMO energy (spin up / spin down)   -9.5 / -9.5 eV
LUMO energy (spin up / spin down)   -3.0705 / -6.9488 eV
⟨S²⟩   12.02
Frontier orbital gap (spin up / spin down)   6.41 / 2.53 eV
Charge   +1


No. 2
The following is a quantum chemistry calculation of 2 unconnected molecules or ions with the total composition C2H5O2S at a distorted geometry, from the Open Molecules 2025 dataset.

Geometry (Å):
S1 -0.553 -1.873 1.354
H1 -0.435 -3.209 1.300
O1 0.222 2.030 0.634
C1 -0.066 1.117 -0.115
O2 -1.328 0.970 -0.575
C2 0.881 0.094 -0.610
H2 -1.914 1.449 0.028
H3 0.684 -0.207 -1.630
H4 0.621 -0.828 0.036
H5 1.889 0.458 -0.421

Forces on the atoms, in the same order (eV/Å):
S -0.4 -0.6 0.5
H 0.0 0.0 0.0
O -0.2 -0.3 0.0
C 0.3 0.7 -0.1
O -0.2 -0.3 0.0
C -0.2 -0.3 0.6
H 0.2 0.1 -0.1
H 0.0 0.1 -0.3
H 0.5 0.8 -0.6
H 0.0 -0.2 -0.2

Results
HOMO energy   -2.8 eV
LUMO energy   3.7894 eV
Relative energy (zero: lowest compared OMol25 entry of this formula, charge and spin)   50.2 kJ/mol
Frontier orbital gap   6.59 eV
Charge   -1


How do the records compare in molar mass? In the order shown, they have 907.02; 93.13 g/mol.